1.
Entry from the OMol25 dataset: C19H15N3O4 as an isolated structure (ωB97M-V/def2-TZVPD).

Summary:
Calculated total energy, eV: -32588.36795
Charge: 0
Kohn-Sham gap, eV: 6.837

Element x y z (Å)
O -2.08 -1.69 -3.04
C -1.78 -1.29 -2.04
N -0.77 -2.00 -1.41
N -0.36 -1.67 -0.03
C 0.82 -2.12 0.50
C 1.03 -1.94 2.02
C 2.15 -2.40 2.63
C 2.70 -2.27 3.69
C 1.86 -1.51 4.57
C 0.56 -0.93 4.04
C 0.14 -1.45 2.76
H -0.64 -1.03 2.37
H 0.06 -0.24 4.69
O 1.98 -1.23 5.83
H 3.04 -1.56 6.04
N 3.77 -2.74 4.33
O 4.49 -3.25 3.48
O 4.14 -2.48 5.44
H 2.85 -3.13 1.67
H 1.20 -3.00 0.06
H -0.06 -2.71 -1.79
C -2.49 -0.37 -1.01
C -1.60 0.89 -1.25
C -0.92 1.32 -0.03
C 0.19 2.33 -0.37
C 0.08 3.28 -1.40
C -0.57 3.08 -2.42
C -0.59 3.55 -3.75
C -1.31 3.34 -4.63
C -2.13 2.24 -4.72
C -2.17 1.32 -3.69
C -1.33 1.75 -2.48
H -2.83 0.51 -3.66
H -2.55 2.01 -5.59
H -1.17 3.97 -5.62
H -0.04 4.40 -3.73
H 0.87 4.13 -1.48
H 0.38 2.78 0.83
H -0.85 0.75 0.76
H -3.43 -0.22 -1.50
H -2.64 -0.42 -0.07

2.
Entry from the OMol25 dataset: a 2-piece molecular cluster, C5H15NO overall (ωB97M-V/def2-TZVPD).

Summary:
Calculated total energy, eV: -8965.52531
Charge: 0
Kohn-Sham gap, eV: 9.915

Element x y z (Å)
C 0.98 0.10 2.48
C 0.51 0.78 1.16
C -0.80 0.24 0.64
C -0.77 -1.22 0.12
C 0.56 -1.73 -0.45
N 1.09 -0.96 -1.58
H 0.51 -0.89 2.55
H 2.05 -0.07 2.60
H 0.52 0.64 3.30
H 1.30 0.75 0.41
H 0.42 1.84 1.40
H -1.57 0.26 1.42
H -1.13 0.89 -0.17
H -1.04 -1.87 0.95
H -1.55 -1.34 -0.64
H 1.30 -1.67 0.36
H 0.55 -2.78 -0.72
H 0.69 -0.02 -1.58
H 0.83 -1.36 -2.48
H -1.84 1.83 -2.56
H -0.49 2.16 -2.18
O -1.38 2.43 -1.96

3.
Entry from the OMol25 dataset: a 8-piece molecular cluster, C39H99N5O9S3 overall (ωB97M-V/def2-TZVPD).

Summary:
Calculated total energy, eV: -100423.01207
Charge: 0
Kohn-Sham gap, eV: 8.318

Element x y z (Å)
C 5.49 0.51 6.33
C 5.00 1.75 5.60
N 5.83 2.95 6.02
C 5.00 4.15 6.26
C 4.81 4.93 4.92
C 7.13 3.05 5.31
C 8.12 3.94 6.10
H 6.56 0.32 6.26
H 4.98 -0.32 5.84
H 5.21 0.43 7.38
H 5.06 1.75 4.51
H 3.95 1.77 5.87
H 4.17 3.84 6.88
H 5.48 4.83 6.96
H 5.78 5.28 4.57
H 4.35 4.32 4.14
H 4.36 5.92 4.97
H 7.01 3.61 4.39
H 7.39 2.06 4.94
H 8.55 3.28 6.86
H 7.72 4.90 6.43
H 8.85 4.28 5.36
C -2.42 3.56 1.11
C -2.52 2.01 1.10
N -2.96 1.41 -0.12
C -2.10 1.32 -1.22
C -0.73 0.64 -0.93
C -4.28 1.87 -0.58
C -5.00 1.07 -1.76
H -1.78 3.81 0.26
H -1.95 3.95 2.01
H -3.30 4.16 0.90
H -1.53 1.62 1.37
H -3.14 1.80 1.97
H -2.54 0.98 -2.15
H -1.81 2.32 -1.53
H -1.08 -0.39 -0.82
H -0.08 0.76 -1.79
H -0.24 0.84 0.02
H -4.19 2.86 -1.03
H -4.95 2.01 0.27
H -4.69 0.03 -1.72
H -4.72 1.54 -2.70
H -6.03 0.97 -1.41
C 1.21 -2.79 -9.14
C 1.94 -3.06 -10.43
N 2.43 -4.48 -10.54
C 3.33 -4.58 -11.63
C 4.73 -4.19 -11.17
C 1.17 -5.38 -10.52
C 1.47 -6.84 -10.92
H 0.22 -3.22 -9.22
H 1.18 -1.71 -8.98
H 1.77 -3.26 -8.33
H 1.25 -2.71 -11.20
H 2.72 -2.30 -10.48
H 3.29 -5.56 -12.11
H 3.00 -3.89 -12.41
H 5.31 -4.98 -10.69
H 5.31 -3.98 -12.08
H 4.79 -3.25 -10.63
H 0.40 -4.91 -11.14
H 0.71 -5.48 -9.54
H 1.59 -6.97 -11.99
H 0.78 -7.59 -10.55
H 2.43 -7.05 -10.44
C -2.14 -0.84 14.79
C -3.49 -1.28 14.21
N -3.34 -2.04 13.00
C -2.88 -1.20 11.88
C -2.66 -1.73 10.48
C -4.56 -2.86 12.74
C -4.67 -3.93 13.84
H -1.86 -0.03 14.12
H -1.40 -1.62 14.58
H -2.30 -0.54 15.82
H -4.00 -1.90 14.95
H -4.17 -0.44 14.12
H -1.87 -0.86 12.11
H -3.47 -0.29 11.78
H -3.64 -1.92 10.03
H -2.01 -2.60 10.44
H -2.29 -0.92 9.85
H -5.43 -2.28 12.46
H -4.30 -3.42 11.84
H -5.19 -4.83 13.50
H -3.78 -4.19 14.40
H -5.29 -3.53 14.64
C 0.18 7.18 -4.54
C 1.09 7.00 -5.73
N 2.30 6.16 -5.45
C 2.93 5.71 -6.73
C 3.37 6.88 -7.71
C 3.21 6.81 -4.50
C 3.91 5.71 -3.63
H -0.74 7.73 -4.75
H 0.72 7.75 -3.78
H -0.20 6.24 -4.13
H 0.40 6.56 -6.44
H 1.34 7.89 -6.30
H 3.82 5.11 -6.52
H 2.14 5.10 -7.15
H 2.52 7.30 -8.24
H 3.97 7.66 -7.24
H 4.01 6.35 -8.43
H 2.67 7.47 -3.82
H 3.94 7.32 -5.12
H 4.68 6.10 -2.96
H 4.45 4.92 -4.15
H 3.13 5.28 -3.00
O -10.19 1.73 8.47
S -11.29 1.63 7.53
O -12.66 1.92 7.82
O -10.98 2.41 6.15
C -9.64 2.79 5.87
C -9.49 3.92 4.93
C -11.19 -0.06 6.72
H -9.01 2.05 5.37
H -9.00 3.06 6.70
H -8.46 4.27 4.87
H -10.05 4.78 5.31
H -9.81 3.78 3.90
H -12.22 -0.40 6.71
H -10.61 -0.70 7.38
H -10.62 0.11 5.80
O -7.23 -7.28 -3.36
S -7.43 -8.26 -4.41
O -8.15 -9.52 -4.18
O -7.91 -7.41 -5.77
C -7.19 -6.28 -6.17
C -7.89 -5.66 -7.38
C -5.68 -8.75 -4.89
H -6.25 -6.70 -6.51
H -7.01 -5.58 -5.36
H -8.03 -6.28 -8.27
H -7.25 -4.87 -7.77
H -8.82 -5.19 -7.05
H -5.38 -9.41 -4.08
H -5.06 -7.85 -4.90
H -5.64 -9.34 -5.81
O 7.90 -2.37 -3.07
S 9.16 -1.69 -3.38
O 9.67 -0.56 -2.62
O 10.41 -2.85 -3.45
C 11.74 -2.39 -3.27
C 12.76 -3.47 -3.11
C 9.17 -1.15 -5.14
H 11.80 -1.88 -2.32
H 12.03 -1.57 -3.93
H 13.49 -3.14 -2.38
H 13.42 -3.79 -3.92
H 12.30 -4.42 -2.83
H 8.44 -0.37 -5.36
H 8.85 -2.05 -5.67
H 10.11 -0.69 -5.45

4.
Entry from the OMol25 dataset: a 3-piece molecular cluster, C3H12O2S overall (ωB97M-V/def2-TZVPD).

Summary:
Calculated total energy, eV: -18226.65672
Spin multiplicity: 2
Charge: +1
Kohn-Sham gap (spin up / spin down), eV: 10.542 / 5.571

Element x y z (Å)
C -1.84 -2.02 1.08
C -0.81 -0.91 0.68
S -1.66 0.20 -0.48
C -1.63 -0.79 -1.98
H -2.19 -2.07 2.11
H -2.63 -1.87 0.32
H -1.52 -3.03 0.82
H -0.39 -0.36 1.50
H 0.09 -1.30 0.15
H -2.64 -1.03 -2.33
H -1.19 -1.72 -1.60
H -0.94 -0.37 -2.72
H 2.40 3.51 -0.19
H 1.45 2.91 0.89
O 1.49 3.47 0.11
H 3.71 1.29 0.01
H 4.16 2.02 1.29
O 4.16 2.06 0.34

5.
Entry from the OMol25 dataset: one molecule with the formula C3H8N2O (ωB97M-V/def2-TZVPD).

Summary:
Calculated total energy, eV: -8263.47275
Charge: 0
Kohn-Sham gap, eV: 8.545

Element x y z (Å)
C -1.17 0.39 1.12
C 1.42 0.89 -0.81
N -0.59 0.00 -0.16
C 0.98 -0.31 -0.17
O -1.35 -1.10 -0.64
N 1.44 -1.45 0.10
H -1.06 -1.22 -1.56
H 0.71 -2.13 0.31
H -1.12 -0.45 1.82
H -2.20 0.70 0.97
H -0.58 1.22 1.51
H 2.41 0.87 -1.26
H 1.25 1.80 -0.24
H -0.14 0.79 -1.01

6.
Entry from the OMol25 dataset: C15H22ClIrNO2S4 as an isolated structure (ωB97M-V/def2-TZVPD).

Summary:
Calculated total energy, eV: -80181.61175
Spin multiplicity: 2
Charge: +2
Kohn-Sham gap (spin up / spin down), eV: 3.783 / 5.417

Element x y z (Å)
Ir -0.06 -1.00 0.96
C 1.57 -2.01 3.53
C 0.16 -2.40 3.94
S -1.18 -1.65 2.93
C -1.44 -0.03 3.72
C -0.29 0.96 3.57
S 0.00 1.15 1.79
C 1.69 1.68 1.52
C 1.90 1.49 0.01
S 1.49 -0.16 -0.65
C 3.01 -1.11 -0.27
C 3.21 -1.46 1.20
S 1.69 -2.28 1.74
H 2.31 -2.63 4.04
H 1.80 -0.96 3.73
H -0.04 -2.16 4.98
H 0.01 -3.47 3.81
H -1.66 -0.21 4.78
H -2.35 0.35 3.25
H 0.62 0.65 4.07
H -0.59 1.94 3.96
H 2.36 1.09 2.13
H 1.80 2.73 1.78
H 2.93 1.71 -0.27
H 1.25 2.17 -0.56
H 3.84 -0.53 -0.66
H 2.92 -2.01 -0.88
H 3.41 -0.60 1.82
H 4.03 -2.17 1.30
Cl -1.50 2.71 -2.10
C -1.89 1.93 -3.62
C -2.33 2.71 -4.66
C -2.64 2.11 -5.88
C -2.49 0.74 -6.04
C -2.05 -0.04 -5.00
C -1.74 0.52 -3.74
C -1.32 -0.27 -2.66
H -2.44 3.78 -4.52
H -2.99 2.73 -6.69
H -2.73 0.28 -7.00
H -1.94 -1.11 -5.12
H -1.15 0.21 -1.71
H -1.19 -1.33 -2.76
O -1.95 -0.33 0.40
N -2.45 -1.42 -0.04
O -1.59 -2.29 -0.12

7.
Entry from the OMol25 dataset: one molecule with the formula C3H6N2O (ωB97M-V/def2-TZVPD).

Summary:
Calculated total energy, eV: -8235.30070
Charge: 0
Kohn-Sham gap, eV: 11.122

Element x y z (Å)
N -1.35 -0.54 0.64
C -0.58 0.13 -0.41
C 0.84 0.43 0.13
O 1.27 -0.58 1.00
C 1.78 0.53 -1.01
N 2.47 0.59 -1.93
H -1.98 0.08 1.12
H -1.89 -1.31 0.27
H -0.49 -0.55 -1.26
H -1.04 1.06 -0.76
H 0.84 1.41 0.64
H 0.43 -0.94 1.36

8.
Entry from the OMol25 dataset: one molecule with the formula C3H3NO3S (ωB97M-V/def2-TZVPD).

Summary:
Calculated total energy, eV: -21625.67758
Charge: 0
Kohn-Sham gap, eV: 8.563

Element x y z (Å)
C -0.47 1.05 0.13
C -0.99 -0.28 -0.12
C 1.47 -1.01 -0.06
H -0.35 2.89 -0.43
H -0.29 -2.22 0.43
H 2.10 -2.00 0.23
N 0.09 -1.27 0.18
O -0.36 1.93 -0.93
O -0.61 1.38 1.32
O 2.04 0.09 -0.45
S -2.62 -0.56 -0.30